1.
H53O27Y | the ωB97M-V functional and the def2-TZVPD basis

Each line ends with the Löwdin charge.
Cartesian coordinates (Å):
Y: -0.714657 -0.595353 2.147374  1.621
O: 0.384523 0.003457 0.303954  -0.388
H: -0.235677 0.250317 -0.409446  -0.027
O: 0.506903 1.086877 3.350984  -0.080
H: 0.394003 1.919437 3.809594  0.099
H: 1.357833 0.763397 3.646814  0.071
O: 1.664853 -1.214193 2.501104  -0.075
H: 1.953553 -1.683033 3.284094  0.079
H: 2.364023 -1.358553 1.863494  0.048
O: -4.123897 0.335517 -2.445176  -0.039
H: -3.179817 0.267727 -2.302536  -0.043
H: -4.359837 -0.482443 -2.882786  0.057
O: 1.357573 4.519077 0.904134  -0.034
H: 1.581023 3.597457 0.774034  -0.005
H: 2.079803 4.869877 1.425254  0.050
O: -1.472817 -0.156753 -2.194646  -0.051
H: -1.238987 0.664687 -2.626846  0.001
H: -0.845357 -0.794283 -2.535346  0.038
O: -2.628447 -2.010933 2.589474  -0.072
H: -3.459847 -2.115523 2.126804  0.095
H: -2.854617 -2.108493 3.514444  0.079
O: 2.432253 -1.760013 -1.079686  -0.031
H: 3.044023 -1.100893 -1.407626  0.035
H: 1.727933 -1.253543 -0.675146  0.022
O: 3.584743 0.539687 -2.066576  -0.025
H: 4.089023 1.345117 -1.951606  0.081
H: 3.768183 0.267997 -2.965886  0.087
O: 2.967193 -4.202583 -2.667716  -0.027
H: 3.306953 -4.791013 -1.993516  0.022
H: 2.710373 -3.413613 -2.190416  -0.021
O: -0.468037 -2.692463 1.097024  -0.096
H: -0.154317 -2.790763 0.198054  0.016
H: -0.789227 -3.562043 1.335554  0.081
O: 3.665423 -2.750293 0.964534  -0.043
H: 3.302893 -2.327253 0.186184  -0.037
H: 3.820463 -3.655693 0.695354  0.032
O: -2.244857 0.473287 3.684924  -0.075
H: -3.184977 0.312277 3.604384  0.076
H: -2.154407 0.962977 4.502394  0.101
O: -0.248617 -1.698903 4.344734  -0.050
H: -0.135317 -2.624173 4.562154  0.099
H: -0.358917 -1.265303 5.190934  0.093
O: 4.836803 1.016177 1.932624  -0.043
H: 4.501673 1.062767 2.828034  0.019
H: 4.203363 1.511367 1.413234  -0.011
O: 1.950623 3.962437 -2.965346  -0.053
H: 1.376383 4.501417 -3.509376  0.035
H: 1.359973 3.351127 -2.525266  -0.034
O: -2.480377 -0.132113 0.499694  -0.097
H: -2.360007 -0.340473 -0.426766  0.034
H: -3.368247 0.221607 0.552734  -0.011
O: -1.523427 1.823647 -3.867576  -0.018
H: -1.933787 2.390567 -4.520606  0.088
H: -0.713737 1.526427 -4.282646  0.076
O: 2.421163 1.705237 0.174614  -0.044
H: 1.668963 1.132097 0.322744  -0.033
H: 2.887693 1.304227 -0.558716  -0.001
O: -0.235967 -2.255313 -3.808026  -0.039
H: -0.258087 -2.596403 -2.913936  -0.050
H: -1.109557 -2.435483 -4.155306  0.052
O: 1.265183 -4.800983 0.292614  -0.017
H: 2.174823 -4.997243 0.068434  0.048
H: 1.134873 -5.211123 1.147624  0.069
O: -4.915917 0.445807 0.924304  -0.001
H: -5.086447 0.341297 1.860374  0.062
H: -5.728917 0.807097 0.571124  0.093
O: -1.294937 2.083927 1.810584  -0.073
H: -1.882867 1.983227 1.061974  0.009
H: -1.037397 3.005627 1.791194  0.076
O: -0.759027 5.346337 -0.928436  -0.054
H: -0.328917 4.582157 -1.312156  -0.021
H: -0.181457 5.612867 -0.213166  0.007
O: -2.780507 2.616787 -0.883726  -0.011
H: -3.165707 1.973857 -1.479116  0.012
H: -3.497957 3.217657 -0.682586  0.083
O: -0.420347 -3.416503 -1.534606  -0.014
H: 0.185663 -4.004073 -1.083236  0.029
H: -1.250657 -3.892563 -1.548466  0.100
O: -0.003917 2.476297 -1.582736  -0.040
H: -0.949437 2.585587 -1.684046  0.007
H: 0.089473 1.723567 -0.998856  0.005

Forces on the atoms, in the same order (eV/Å):
Y 1.14 1.47 -1.91
O -0.97 -0.66 0.29
H 0.32 -0.63 0.40
O 0.17 -0.46 0.59
H -0.32 0.48 -0.16
H 0.59 -0.21 -0.13
O -0.76 0.44 0.55
H 0.18 -0.25 0.18
H 0.61 -0.25 -0.66
O -0.67 0.46 0.56
H 0.48 -0.53 -0.50
H -0.14 -0.11 -0.22
O -0.47 0.17 0.44
H 0.31 -0.51 -0.48
H 0.23 0.23 0.05
O -0.07 -0.33 1.47
H -0.10 0.69 -0.43
H 0.33 -0.72 -0.62
O -0.07 -0.07 0.45
H -0.23 -0.07 -0.64
H -0.01 -0.23 0.50
O -0.15 -0.76 -0.16
H 0.42 0.68 -0.34
H -0.75 0.61 0.24
O -0.02 -0.24 0.02
H 0.43 0.36 -0.12
H 0.00 -0.03 -0.45
O -0.17 -0.28 -0.05
H 0.31 -0.27 -0.08
H -0.14 0.55 0.11
O -0.39 0.27 1.04
H 0.26 0.24 -0.88
H -0.19 -0.16 0.17
O 0.31 -0.30 1.34
H -0.29 0.25 -0.92
H 0.28 -0.08 0.16
O -0.28 -0.60 0.41
H -0.31 0.05 -0.07
H 0.22 0.45 0.18
O -0.24 0.03 -0.18
H 0.11 -0.50 -0.01
H -0.03 0.31 0.37
O 0.18 -0.33 0.09
H 0.12 0.08 0.24
H -0.43 0.21 -0.31
O 0.45 0.02 -0.19
H -0.03 0.26 -0.16
H -0.26 -0.25 0.28
O 1.29 -0.66 0.84
H 0.55 -0.11 -0.83
H -1.14 0.40 0.12
O -0.05 0.14 -0.12
H -0.31 0.20 -0.13
H 0.43 0.07 -0.32
O 0.79 1.00 0.61
H -0.69 -0.67 0.14
H -0.16 -0.06 -0.22
O 0.02 1.08 -0.53
H 0.35 -0.65 0.19
H -0.18 -0.08 -0.39
O -0.30 0.09 -0.13
H 0.17 -0.08 -0.21
H 0.01 -0.23 0.22
O -0.12 -0.10 0.39
H -0.27 0.07 0.24
H -0.25 0.17 -0.44
O -0.18 -0.44 0.18
H -0.36 0.24 -0.72
H 0.41 0.43 -0.17
O -0.74 0.17 -0.15
H 0.36 -0.12 0.08
H 0.36 -0.04 0.13
O 0.36 -0.32 0.40
H -0.47 -0.11 -0.34
H -0.10 0.48 -0.05
O -0.38 0.29 0.86
H 0.87 -0.81 -0.10
H -0.37 -0.22 -0.18
O 0.32 -0.18 -0.11
H -0.58 0.35 -0.04
H 0.44 0.24 0.32

**Spin multiplicity**: 1
**Total charge**: +2
**Highest occupied orbital energy**: -0.51975 Ha
**Energy above the lowest of the compared OMol25 structures with the same formula, charge and spin**: 58.46 kJ/mol
**Orbital gap**: 7.8513 eV


2.
H58O29 | the ωB97M-V functional and the def2-TZVPD basis

Each line ends with the Löwdin charge.
Cartesian coordinates (Å):
O: -19.566928 8.825994 7.451481  -0.057
H: -20.270807 9.474070 7.423520  0.038
H: -19.874855 8.112949 6.892033  -0.031
O: -10.449655 5.476927 10.691530  -0.055
H: -11.315119 5.821822 10.471865  -0.014
H: -10.318595 5.722947 11.607237  0.023
O: -13.904252 1.099676 10.907006  -0.058
H: -13.292670 1.426779 10.247308  -0.021
H: -14.489549 0.516666 10.423518  -0.021
O: -15.359187 7.587597 8.823640  -0.071
H: -16.197569 7.259896 8.498121  -0.022
H: -15.520315 7.784129 9.746491  -0.015
O: -19.584639 2.616597 4.222712  -0.040
H: -18.731760 2.530244 4.648587  -0.004
H: -19.377812 2.803835 3.307075  0.019
O: -13.289948 3.736206 8.286131  -0.038
H: -13.102345 3.858393 7.355484  -0.005
H: -12.754433 2.985324 8.542331  0.014
O: -14.907044 0.727021 6.167216  -0.018
H: -15.184531 -0.179366 6.034155  0.062
H: -15.615694 1.122940 6.674451  0.033
O: -17.938807 3.565314 9.551813  -0.034
H: -17.522307 3.293400 10.369624  0.043
H: -17.208956 3.768048 8.966624  0.017
O: -15.981121 4.241626 7.708658  -0.028
H: -15.026731 4.312951 7.692325  0.030
H: -16.290547 5.086436 7.381867  0.035
O: -21.501100 4.767398 7.132455  -0.071
H: -20.876319 5.329327 7.590841  -0.022
H: -21.339742 3.892036 7.484494  -0.013
O: -13.388389 5.972557 10.160082  -0.054
H: -13.725296 6.581509 9.502882  0.019
H: -13.581131 5.104991 9.804555  0.016
O: -18.103106 7.538109 4.379085  -0.036
H: -17.465682 8.148158 4.007901  0.061
H: -18.132551 6.812741 3.755220  -0.002
O: -16.108559 2.609252 11.671938  -0.050
H: -15.981443 2.306508 12.571054  0.049
H: -15.304213 2.357753 11.218049  -0.005
O: -17.667365 5.394739 2.675518  -0.034
H: -17.332862 4.549221 2.974591  0.010
H: -18.179739 5.187302 1.894057  0.059
O: -20.020989 2.455443 8.156359  -0.040
H: -19.327354 2.801925 8.717654  -0.003
H: -20.641159 2.051102 8.763092  0.076
O: -12.430365 4.415137 5.814282  -0.028
H: -13.033139 4.801203 5.178805  0.023
H: -11.559893 4.592498 5.457839  0.085
O: -12.574420 -0.246099 7.881952  -0.013
H: -13.342956 -0.011684 7.361731  0.019
H: -12.780041 -1.110600 8.237742  0.070
O: -19.643092 5.642604 9.036303  -0.037
H: -20.014532 5.951342 9.862711  0.073
H: -19.028284 4.954817 9.291617  0.000
O: -15.839471 -0.058840 9.461586  -0.033
H: -16.026772 -0.935854 9.796243  0.064
H: -16.264626 -0.033215 8.604374  -0.009
O: -13.361563 2.138619 4.513717  -0.057
H: -13.766775 1.463695 5.058253  -0.021
H: -13.065189 2.802973 5.135837  -0.020
O: -16.500243 7.693041 11.236747  -0.023
H: -17.215675 8.294831 11.442301  0.058
H: -16.498088 7.066663 11.960539  0.058
O: -16.003415 3.117377 3.930218  -0.044
H: -15.169995 3.487456 3.639200  0.000
H: -15.882433 2.960610 4.866710  0.011
O: -20.746350 7.495409 5.433718  -0.047
H: -19.854835 7.421829 5.093118  -0.009
H: -21.226090 6.786295 5.005642  0.056
O: -17.478071 6.611905 7.480562  -0.034
H: -17.588026 7.031854 6.627458  0.043
H: -18.341341 6.670468 7.889921  0.022
O: -17.398394 -0.433079 7.191112  -0.034
H: -16.973463 -0.837194 6.434564  0.046
H: -17.602700 0.457064 6.904521  0.000
O: -13.809576 5.247475 3.384058  -0.022
H: -13.114775 5.315032 2.729138  0.067
H: -14.469663 5.879673 3.099731  0.058
O: -13.304011 4.768025 12.678461  -0.056
H: -12.479695 5.213529 12.482846  0.003
H: -13.909871 5.077819 12.005280  -0.004
O: -17.617620 2.251165 6.915558  -0.041
H: -17.177323 3.000710 7.316241  -0.004
H: -18.541656 2.370061 7.135233  0.015
O: -11.771890 1.685641 9.473998  -0.047
H: -10.922636 1.444753 9.844113  0.083
H: -12.051484 0.908951 8.989412  -0.014

Forces on the atoms, in the same order (eV/Å):
O 0.68 0.30 0.66
H -0.16 0.06 -0.08
H -0.60 -0.18 -0.24
O 0.47 -0.19 0.06
H -0.72 0.13 -0.30
H 0.17 0.07 0.18
O -0.30 0.13 0.76
H 0.58 0.29 0.19
H -0.46 -0.14 -0.29
O 1.20 0.24 -0.34
H -0.48 -0.12 -0.33
H -0.15 0.04 0.36
O -0.29 -0.04 0.00
H 0.37 0.01 0.24
H 0.02 -0.01 -0.20
O -0.86 0.15 0.17
H 0.60 0.33 -0.41
H 0.49 -0.36 0.51
O 0.44 -0.44 0.22
H -0.01 -0.17 -0.16
H -0.39 0.39 0.28
O -0.84 0.10 -0.02
H 0.42 -0.39 0.82
H 0.83 0.36 -0.21
O -0.20 -0.21 -0.28
H 0.64 -0.49 0.61
H -0.70 0.79 -0.02
O -0.73 0.21 -0.63
H 0.23 0.07 0.30
H 0.31 -0.20 0.01
O 0.48 0.12 0.69
H -0.51 0.40 -0.40
H 0.14 -0.46 -0.45
O -0.03 0.33 0.64
H 0.03 0.31 0.04
H 0.16 -0.78 -0.43
O -1.08 0.66 0.02
H 0.07 -0.01 0.14
H 0.82 -0.51 -0.20
O -0.09 0.38 -0.29
H 0.43 -0.59 0.60
H -0.17 0.08 -0.25
O -0.68 -0.26 -0.46
H 0.58 0.37 0.83
H -0.16 -0.30 0.03
O 0.05 -0.04 0.12
H -0.42 0.43 -0.55
H 0.35 -0.01 0.12
O 0.26 -0.36 -0.05
H -0.48 0.43 -0.33
H 0.01 -0.26 0.21
O -0.31 0.79 -0.19
H -0.18 0.24 0.10
H 0.60 -0.67 0.26
O 0.42 -0.13 0.42
H -0.21 -0.22 0.10
H -0.55 -0.10 -0.53
O 0.29 0.08 -0.67
H -0.26 -0.16 0.04
H 0.42 0.20 0.21
O -0.17 0.04 0.29
H -0.18 0.27 -0.06
H 0.18 -0.27 0.17
O -0.98 0.33 -0.37
H 0.61 -0.10 -0.07
H 0.00 -0.11 0.25
O -0.37 0.05 0.04
H 0.57 0.20 -0.49
H -0.26 -0.36 0.20
O 0.40 -0.39 -0.40
H 0.03 0.34 -0.53
H -0.63 -0.12 0.60
O 0.32 -0.87 0.21
H -0.30 -0.37 -0.21
H -0.35 0.96 -0.04
O -0.01 -0.16 0.24
H 0.26 -0.12 -0.22
H -0.34 0.24 0.02
O -0.10 -0.39 0.70
H 0.05 0.06 -0.19
H 0.00 0.24 -0.30
O 0.22 -0.54 -0.88
H 0.77 0.38 -0.10
H -0.82 -0.27 -0.04
O 0.44 0.81 0.04
H 0.21 0.28 0.25
H -0.08 -0.80 -0.74

**Spin multiplicity**: 1
**Highest occupied orbital energy**: -0.37008 Ha
**Energy above the lowest of the compared OMol25 structures with the same formula, charge and spin**: 219.90 kJ/mol
**Orbital gap**: 9.7729 eV


3.
H5N2OP | the ωB97M-V functional and the def2-TZVPD basis

Each line ends with the Löwdin charge.
Cartesian coordinates (Å):
N: -1.953027 0.203364 -0.131146  -0.002
O: -0.796294 -0.473028 0.534075  -0.552
P: 0.479295 -1.015071 -0.279860  0.751
N: 1.628832 0.447708 -0.159117  -0.246
H: -2.082138 -0.000589 -1.116020  0.053
H: -1.942347 1.217455 -0.132278  0.064
H: 0.820123 -1.845084 0.885493  -0.059
H: 1.220428 1.011030 0.611202  0.006
H: 2.625129 0.454212 -0.212349  -0.014

Forces on the atoms, in the same order (eV/Å):
N -0.29 -0.74 0.42
O -2.31 2.11 -0.28
P 2.66 0.61 -0.48
N -3.53 -0.98 0.76
H 0.82 -0.96 -0.12
H 1.20 0.08 0.81
H 0.03 0.64 -0.63
H 1.03 -0.40 -0.56
H 0.39 -0.36 0.09

**Spin multiplicity**: 1
**Highest occupied orbital energy**: -0.32844 Ha
**SMILES string**: NOPN
**Energy above the lowest of the compared OMol25 structures with the same formula, charge and spin**: 386.04 kJ/mol
**Orbital gap**: 9.9578 eV


4.
H5N2OP | the ωB97M-V functional and the def2-TZVPD basis

Each line ends with the Löwdin charge.
Cartesian coordinates (Å):
N: 2.090227 -1.094661 -0.089197  0.047
N: -1.257884 0.197585 -1.330382  -0.298
O: 0.953338 -0.507720 -0.518510  -0.619
P: -0.497608 -0.233559 0.125679  0.731
H: 2.642782 -1.199438 -1.001350  0.073
H: -0.714953 0.732797 2.804141  -0.065
H: -1.784607 1.067605 -1.536697  0.038
H: -0.386870 0.171773 -2.018413  0.072
H: -1.044423 0.865616 3.564727  0.019

Forces on the atoms, in the same order (eV/Å):
N 0.72 -0.55 -0.23
N 2.83 0.37 -2.55
O 1.66 0.39 -2.80
P -2.20 0.22 2.14
H -0.92 0.25 1.28
H -1.05 0.44 2.41
H 0.54 -0.80 0.81
H -2.62 0.09 1.26
H 1.03 -0.40 -2.32

**Spin multiplicity**: 3
**Highest occupied orbital energy (alpha / beta)**: -0.24969 / -0.36783 Ha
**Energy above the lowest of the compared OMol25 structures with the same formula, charge and spin**: 56.34 kJ/mol
**Orbital gap (alpha / beta)**: 7.6950 / 9.1594 eV


5.
H5N2P | the ωB97M-V functional and the def2-TZVPD basis

Each line ends with the Löwdin charge.
Cartesian coordinates (Å):
N: 0.349621 1.328106 0.428142  -0.254
N: -0.967883 -0.847441 0.541503  -0.297
P: 0.608520 -0.278553 0.853663  0.694
H: 1.207319 1.737261 0.392940  -0.038
H: -0.293846 1.588685 -0.279603  0.029
H: -0.735509 -1.776160 0.137563  0.005
H: -1.744651 -0.463343 0.029651  0.029
H: 1.916484 -1.163741 -1.244642  -0.166

Forces on the atoms, in the same order (eV/Å):
N -1.46 -2.05 1.31
N 1.44 -2.11 -0.10
P -0.81 0.24 -1.75
H 2.59 2.17 -0.31
H -0.32 0.17 -0.68
H -0.92 0.49 0.51
H 0.28 0.63 -0.14
H -0.79 0.46 1.17

**Spin multiplicity**: 1
**Highest occupied orbital energy (alpha / beta)**: -0.25288 / -0.30514 Ha
**Energy above the lowest of the compared OMol25 structures with the same formula, charge and spin**: 267.58 kJ/mol
**Orbital gap (alpha / beta)**: 6.8504 / 8.5504 eV


6.
H5N3OS | the ωB97M-V functional and the def2-TZVPD basis

Each line ends with the Löwdin charge.
Cartesian coordinates (Å):
H: 3.196843 -0.405892 0.313275  0.029
N: 2.223797 -0.234394 0.060679  -0.031
N: 2.139668 0.479994 -0.996469  -0.036
H: 1.143409 0.865513 -1.080503  -0.024
N: -1.897779 -0.247127 -0.791016  -0.314
S: -1.192912 1.118841 -0.157386  0.805
O: -0.996211 0.763124 1.454880  -0.439
H: -2.861127 -0.388999 -0.886097  0.016
H: -1.279102 -0.887475 -1.221209  0.016
H: -0.157474 0.891520 1.807756  -0.022

Forces on the atoms, in the same order (eV/Å):
H 0.48 -0.36 -0.89
N -1.76 2.44 -1.82
N 0.37 -0.72 2.51
H 0.96 -1.36 0.19
N 2.09 1.37 0.61
S -0.76 -0.57 -0.15
O -3.11 -0.26 -0.59
H -1.29 0.08 0.08
H 0.24 -0.76 -0.30
H 2.76 0.13 0.35

**Spin multiplicity**: 1
**Highest occupied orbital energy**: -0.31974 Ha
**SMILES string**: [H]/N=N/[H].NSO
**Energy above the lowest of the compared OMol25 structures with the same formula, charge and spin**: 75.82 kJ/mol
**Orbital gap**: 9.2054 eV